# 1
Here is C20H40FeO3SSi as an isolated structure from OMol25. Energies are from ωB97M-V/def2-TZVPD.

The value obtained for the total energy is -80632.7026 eV. The calculation puts the LUMO energy (spin up / spin down) at 0.599 / 0.440 eV. Its total charge is 0. The value obtained for the HOMO-LUMO gap (spin up / spin down) is 6.99 / 8.31 eV. Its spin multiplicity is 5. The calculation puts the energy above the lowest of the compared OMol25 structures with the same formula, charge and spin at 59.0 kcal per mole.

Positions of all 66 atoms, in Å:
H -3.4919 0.3654 2.7003
H -2.0795 -1.5958 2.0862
H -1.8880 -3.2776 1.5788
O -0.9161 0.4947 2.3592
C -1.1141 1.5367 -2.8375
H 2.5516 -0.3116 -4.7553
C -0.2354 -2.9712 -0.4948
C 3.8040 -0.6760 1.2101
H 2.9007 -0.6200 3.8430
H -2.4826 2.5073 1.7642
O 1.6253 -0.0845 1.6397
H 3.6311 -0.7154 0.1118
H -2.4093 3.1918 3.4318
H -0.9208 3.1314 2.4196
H 0.2716 1.8556 4.2728
H -3.0674 -0.8933 -0.0110
S 0.3034 1.9068 -0.1019
H -2.3605 -1.3364 -4.1585
H 3.6656 -1.6940 1.6265
H 4.1359 2.0497 1.4959
H -2.9966 0.5872 -3.0092
C -1.5343 1.1934 3.2369
C -1.5412 -0.6108 -4.0883
H -1.2079 1.8783 5.2922
H -0.7824 -2.1038 -2.7206
Fe -0.1236 0.1411 -1.6842
H -2.6551 -0.5184 4.0338
C 0.9189 -1.3794 -3.7998
H 2.3523 0.0631 -3.0447
C -1.8551 2.5898 2.6777
C -2.1170 0.7484 -3.6434
H 0.3276 -3.5371 0.2780
C 0.2359 1.6535 -3.1134
C -2.4851 -1.6788 -0.5400
H 0.5629 -2.5970 -1.1590
H 2.3783 1.1048 3.8476
H 1.4861 -2.1221 -3.2273
C -2.8524 0.4878 3.6006
H 4.8563 -0.3584 1.3852
H 0.3197 0.9449 -5.1604
H -3.4230 1.0746 4.3561
H -2.4692 1.3361 -4.5054
C 1.8017 -0.1281 -3.9758
Si 0.1310 0.2648 1.1591
C -1.3885 -2.2825 1.5736
H -0.4563 -2.3805 2.1701
H 2.9952 1.7143 0.1673
C -1.0871 -1.8238 0.1047
H 0.7362 -1.8258 -4.7923
H -3.0580 -2.6329 -0.4640
H 1.6809 1.9283 -4.6325
H 2.4082 2.4732 1.7093
C 3.0668 0.3730 3.3786
H 4.1071 0.7010 3.5965
C -0.6685 1.3156 4.4991
C 2.8282 0.3125 1.8636
C 3.0988 1.7160 1.2741
O -0.4523 -0.6742 -0.0276
H -0.8767 -3.7153 -1.0228
C 0.9898 1.1370 -4.3166
H -0.4155 0.3079 4.8958
H -1.5122 2.1851 -2.0578
C -0.4442 -1.1443 -3.1260
H 0.7958 2.3353 -2.4751
H -2.4732 -1.3884 -1.5964
H -1.1273 -0.5301 -5.1004

---

# 2
Here is C20H40N14O4PPbS as an isolated structure from OMol25. Energies are from ωB97M-V/def2-TZVPD.

The value obtained for the total energy is -75804.8480 eV. The calculation puts the LUMO energy at -2.601 eV. Its total charge is +1. The value obtained for the HOMO-LUMO gap is 7.60 eV. Its spin multiplicity is 1. The calculation puts the energy above the lowest of the compared OMol25 structures with the same formula, charge and spin at 0.0 kcal per mole.

Positions of all 81 atoms, in Å:
H -4.6774 -2.5087 3.5333
H 0.1813 2.1947 -5.7472
C 3.1985 0.6652 0.1226
H -0.1351 -6.3573 -1.7911
C 1.1941 -3.3027 -1.3393
H 2.2377 -1.3698 -4.4572
H 0.9109 -2.9519 -2.3350
O -0.6920 -0.0644 2.3779
N 1.0983 -4.7687 -1.2919
H -2.1161 -5.3788 -0.9889
H 3.1724 0.9124 5.3788
N 3.5243 1.9412 -0.2343
C 3.2439 2.5194 3.1860
Pb -0.1241 1.1355 -0.1976
C 1.2719 1.1502 2.8290
C -1.6110 -1.0656 2.7243
O 0.0656 -1.0425 -2.7871
N -1.2495 -4.9241 -0.7037
C 1.4604 -5.3115 0.0138
C 1.8984 0.6707 -3.7765
C 3.0057 0.4091 4.4255
H 1.4408 -3.2840 1.7449
H -1.4715 -0.2552 -4.8338
C -0.5334 0.2769 -4.9873
H 1.8941 1.1778 -4.7424
P 0.0959 -2.4252 -0.1077
H -0.4519 -4.8338 -2.6713
N 2.1582 -1.1498 0.4733
H 0.9614 -0.9624 3.1952
S 0.1633 0.3617 -3.3349
H 2.2800 1.3686 -3.0316
H 2.2269 -3.0160 -1.1557
H 3.9637 0.0567 4.0419
H -4.6950 -3.3053 0.4215
H -0.2791 -3.3712 2.1358
O 0.8731 1.9140 1.9417
H 3.5101 2.9938 4.1307
C -1.4401 -3.4326 -0.6248
N 3.0733 4.0689 -1.1571
H -3.9991 -3.9239 2.7262
N -3.6008 -2.1159 1.7627
N 1.9976 0.1098 0.0014
H -1.0986 -2.0155 2.9200
N 2.4246 1.3412 3.4687
H -0.7863 -6.5675 0.5429
H 0.1414 -0.3497 -5.5730
C -0.7551 1.6553 -5.6005
H 4.4804 2.2319 -0.1126
C -0.8153 -5.4830 0.6524
H -2.2512 -3.2370 0.0802
C 2.6943 -0.6243 -3.8052
H 2.4174 -4.8923 0.3174
H -1.2343 1.5566 -6.5736
H -2.1537 -0.7831 3.6322
H 4.1560 2.2190 2.6689
N 3.3854 -1.3187 0.8198
H -5.5993 -1.9663 1.1513
N 0.9403 3.8826 -1.5466
N 1.9530 4.6663 -1.6400
H -1.3978 2.2682 -4.9679
N 1.3628 2.7147 -0.9882
H -1.5814 -5.2044 1.3749
H 0.0941 0.1369 4.2951
C -0.1535 -5.2697 -1.7197
C -4.6313 -2.2647 0.7457
C -3.8105 -2.8799 2.9817
H -1.7519 -3.0767 -1.6091
H 1.5540 -6.3964 -0.0603
H -4.3885 -1.6355 -0.1033
N 0.4582 -4.9844 1.0314
N 4.0837 -0.1912 0.6312
C 2.6637 2.8858 -0.7670
C 0.4591 -3.5440 1.3486
C 0.4048 -0.0215 3.2556
O -2.3989 -0.6502 0.5134
C -2.5762 -1.2516 1.5585
H 2.7774 -1.0528 -2.8067
H 3.6966 -0.4140 -4.1775
H 2.6852 3.2167 2.5720
H 2.3661 -0.4489 4.5979
H -2.9463 -2.8437 3.6373

---

# 3
Here is a 4-piece molecular cluster, C20H40NO6 overall from OMol25. Energies are from ωB97M-V/def2-TZVPD.

The value obtained for the total energy is -35156.0811 eV. The calculation puts the LUMO energy at -5.019 eV. Its total charge is +1. The value obtained for the HOMO-LUMO gap is 5.97 eV. Its spin multiplicity is 1.

Positions of all 67 atoms, in Å:
C 6.0471 2.0700 -0.9023
H -4.1596 -1.2529 2.6807
C 3.7391 -1.2525 2.2619
H 3.5117 -2.4704 4.7363
H -5.9940 -0.7647 -1.7217
H 7.0269 2.1434 -0.4652
H 1.3086 -0.1242 -3.0157
H 3.9640 -3.4238 2.1652
H 2.5456 1.8993 -2.3883
H 2.5333 -0.3301 -0.5590
C -7.4656 2.8687 -1.3640
H -8.0267 -1.1608 -3.0713
H -5.0274 0.4685 1.1227
O 2.3636 -1.1542 2.5524
H -6.9998 2.9514 -0.3808
H -6.9026 2.3774 -3.3941
H -4.3342 -0.8899 0.2228
H 4.2992 -1.3789 -2.3207
C -4.1033 -0.0636 0.8961
H -7.3246 0.1935 -1.1058
C 3.6397 -0.5288 -2.3867
H -8.1238 0.5444 -3.4970
C 4.3014 0.7433 -1.9240
C 5.2402 3.1812 -1.0022
O 7.2342 -0.2739 -0.2110
H -0.3949 0.2754 3.0578
H 0.7621 -1.9107 3.4933
H 5.5633 4.1438 -0.6426
H -1.4671 1.3232 2.1315
H 1.9527 -2.9624 5.3879
H 2.3650 -1.2443 5.2757
H 0.1451 0.9595 1.5166
C 2.3818 -0.8144 -1.5234
H -5.6450 3.1607 -2.4572
C -3.4673 -0.5807 2.1742
C -0.7108 0.5413 2.0480
H -0.4262 -1.4232 1.2454
C -1.2261 -0.6839 1.3132
H 1.8685 -3.1372 2.9105
H -1.5044 -0.4278 0.2840
C 3.5461 1.9095 -1.9933
H 3.4120 3.8883 -1.6013
H 4.3433 -1.1069 3.1639
C -6.4466 2.4238 -2.3989
H 5.1948 -2.5116 1.2980
H -8.2977 2.1689 -1.2801
N 4.0196 3.0816 -1.5439
C 1.8193 -2.1585 3.3997
H -3.4500 0.6257 0.3600
H -7.8774 3.8403 -1.6377
H -3.2684 0.2437 2.8685
C -7.4367 -0.2564 -3.2218
C 2.4527 -2.2107 4.7778
C 5.5820 0.8474 -1.3678
O -2.2915 -1.3454 1.9648
H 3.5515 -2.6571 0.6367
C -6.6528 0.0697 -1.9625
O -5.8054 1.1991 -2.0907
C 6.5037 -0.3103 -1.1580
O 1.1889 -0.2974 -2.0798
H -6.7595 -0.4179 -4.0615
H 3.3482 -0.4220 -3.4287
H 2.2883 -1.8808 -1.3375
O 6.4872 -1.3215 -2.0088
C 4.1334 -2.5383 1.5540
H 3.9504 -0.4015 1.6073
H 6.9750 -2.0535 -1.6020

---

# 4
Here is C20H40NP3SSeV as an isolated structure from OMol25. Energies are from ωB97M-V/def2-TZVPD.

The value obtained for the total energy is -152590.0766 eV. The calculation puts the LUMO energy (spin up / spin down) at -9.702 / -9.215 eV. Its total charge is +3. The value obtained for the HOMO-LUMO gap (spin up / spin down) is 6.90 / 7.38 eV. Its spin multiplicity is 3.

Positions of all 67 atoms, in Å:
C 2.7088 0.2992 2.7886
C -2.9925 1.4675 -3.3934
C -1.4062 -5.0247 0.7340
H 0.7893 0.1679 3.8694
H 3.3482 0.2358 3.6851
C 1.5438 -1.8864 -0.4482
C -2.7753 -5.7856 -1.1281
H 1.7137 3.3231 0.5304
H 0.6200 2.0233 1.0643
H 0.8652 -2.7119 -0.1988
H 1.9918 1.6438 0.0007
H 0.1551 -1.2125 -3.9477
H -2.8884 3.0106 -0.5233
H -3.9247 1.2436 -2.8608
H -0.2713 -2.5705 -2.8818
H -1.9481 -7.0887 0.3926
H -2.7538 3.8888 -2.0743
C -2.0180 1.6642 3.0836
H -0.7641 3.2020 -3.9075
H -2.0967 2.5170 3.7433
H 3.2315 -0.2577 1.9972
V -1.3356 -0.0834 -0.8276
P -1.6391 1.7402 -2.1900
C 1.3358 -0.3070 3.0485
H 1.8045 -1.3615 0.4809
H -1.3542 3.8100 -0.9572
C -2.9024 -4.4658 -1.5696
C 0.4944 -1.8129 -3.0945
H 2.8346 0.5225 -1.3382
C -2.0334 -6.0622 0.0342
H 0.6017 -0.2479 2.0500
C 2.0297 3.0182 3.6276
H 5.0872 1.7914 2.3149
H 4.5744 3.5092 2.3522
H 2.8594 3.4887 4.1722
N -1.7431 0.4594 1.1175
H -1.4587 2.6065 1.1663
H 1.4497 2.3903 4.3163
P 2.7010 2.0285 2.2884
C -1.5257 -3.6996 0.2851
H 0.4543 2.8855 -2.6355
Se -2.5932 -1.5775 -1.5602
P 0.7535 -0.7313 -1.6295
H 1.4192 -1.3739 3.2838
H 1.8725 1.1771 -2.6870
H 4.5158 2.5880 0.8174
H 1.3740 3.8029 3.2259
H -3.4848 -4.2289 -2.4619
H 2.4576 -2.2996 -0.8992
H -3.1189 2.3811 -3.9901
C -1.7027 1.7177 1.7476
H -2.7529 0.6232 -4.0505
S -2.3514 0.0259 3.5916
H 0.1153 1.6466 -3.8836
C -0.3261 2.4311 -3.2582
H -0.8266 -5.2352 1.6307
H -3.2521 -6.5914 -1.6800
H -2.3103 -1.5413 1.6825
C 2.1908 0.2580 -2.1843
H 1.4446 -2.3029 -3.3465
C 4.3797 2.5252 1.9056
C 1.6681 2.2696 0.8432
C -2.2165 3.2592 -1.3532
H -1.0532 -2.8886 0.8445
C -2.0716 -0.5260 1.9955
C -2.2783 -3.4310 -0.8583
H 2.7847 -0.3369 -2.8924

---

> Look up the total charge of the fourth one.

+3

---

> Among the records above, which one has the lowest total charge?

C20H40FeO3SSi

---

> Which formula does entry 1 have?

C20H40FeO3SSi